1.
{
  "formula": "C5H6NO",
  "method": "ωB97M-V/def2-TZVPD",
  "elements": ["H", "C", "H", "O", "C", "H", "N", "H", "H", "C", "C", "H", "C"],
  "coordinates": [[-1.2483, -1.4649, 3.3320], [-1.4391, 0.6097, 0.4600], [-1.4119, 1.1463, -1.5431], [2.6748, -0.5622, -1.0664], [0.4052, 0.0633, -1.0947], [2.4618, -1.2438, -1.7441], [-1.1485, -0.1105, 1.6136], [-2.3203, 1.2581, 0.5501], [2.0221, 0.5469, 0.3338], [-0.8220, 0.6743, -0.7528], [-1.2322, -0.7049, 2.5976], [0.4121, -0.2395, -2.1328], [1.6462, 0.0271, -0.5532]],
  "atomic_forces_ev_per_a": [[-0.109, -0.220, 0.791], [-0.981, 1.554, -0.424], [0.255, -0.036, 0.307], [1.121, -1.683, -1.292], [0.697, -0.135, -1.358], [0.072, 0.742, 0.338], [-0.482, -0.271, 0.240], [0.214, -0.646, 0.523], [-0.840, 0.117, 0.015], [0.272, -0.816, 1.820], [0.701, 0.726, -2.097], [0.028, -0.340, -0.270], [-0.947, 1.007, 1.407]],
  "charge": 1,
  "smiles": "C#[N+]/C=C\\C=C\\O",
  "relative_energy_kcal_mol": 79.5,
  "gap_ha": [0.2888, 0.2888],
  "energy_ev": -8809.5023,
  "lumo_energy_ha": [-0.186, -0.186]
}


2.
{
  "formula": "O4S2",
  "method": "ωB97M-V/def2-TZVPD",
  "elements": ["S", "O", "O", "O", "S", "O"],
  "coordinates": [[0.3153, -1.2020, -0.2477], [0.5708, 0.3298, -0.9809], [-0.5428, -0.4221, 0.9139], [-1.5245, 1.5955, -0.2939], [-0.2898, 1.1366, 0.2295], [1.5371, -1.5125, 0.3935]],
  "atomic_forces_ev_per_a": [[0.051, -0.057, -0.460], [-1.198, -0.394, 1.261], [-0.154, 1.014, -1.008], [-0.554, 0.049, -0.356], [0.712, 0.210, 0.401], [1.143, -0.822, 0.162]],
  "charge": 0,
  "smiles": "O=[S@]12=[S@@](=O)(O1)O2",
  "relative_energy_kcal_mol": 24.8,
  "gap_ha": 0.3798,
  "energy_ev": -29858.4569,
  "lumo_energy_ha": -0.024
}


3.
{
  "formula": "C6H11N5",
  "method": "ωB97M-V/def2-TZVPD",
  "elements": ["C", "H", "C", "C", "H", "N", "N", "C", "C", "H", "H", "H", "H", "N", "N", "H", "H", "H", "C", "N", "H", "H"],
  "coordinates": [[1.1474, 0.8959, -1.4356], [4.5377, -1.5753, -1.7760], [-1.8989, 0.0382, 0.4165], [-0.0120, -1.2538, 0.7867], [5.4528, -0.2987, -1.0342], [4.5102, -0.5096, -1.4493], [-0.9677, -1.8283, 1.3994], [-2.1920, -1.2719, 1.2136], [3.3967, 0.0309, -1.1634], [-1.4786, 1.5467, 2.0006], [-2.6753, -1.1093, 2.1905], [-0.8109, 1.3430, -1.4343], [-2.7748, -1.9480, 0.5839], [-2.1348, 1.3476, 1.1652], [2.2774, 0.3142, -0.9888], [-3.0637, 1.4892, 1.6842], [1.0650, -1.4946, 0.8230], [1.0984, 1.4147, -2.3834], [-0.0676, 0.6473, -0.9452], [-0.5140, -0.0756, 0.0962], [-2.6754, -0.0044, -0.3812], [-2.2199, 2.3020, 0.6318]],
  "atomic_forces_ev_per_a": [[-1.181, 0.200, -0.916], [-0.522, 2.911, 0.598], [-1.891, -0.433, -0.220], [-1.393, 0.023, 0.802], [-1.430, 0.530, -0.404], [2.375, -3.474, -0.130], [4.877, -1.841, 0.360], [-1.557, 1.705, 0.048], [-0.210, -0.184, -0.071], [-0.547, -0.638, -1.764], [-0.208, -0.070, -0.437], [0.428, -1.322, 0.522], [-0.381, 0.145, 0.236], [-1.263, 3.665, 2.541], [1.220, -0.603, 0.103], [0.869, -1.336, -0.869], [-0.889, 0.096, -0.147], [0.845, 0.263, 0.080], [-0.487, 2.025, -0.609], [-0.736, -0.204, 0.014], [1.131, 0.788, -0.064], [0.951, -2.246, 0.327]],
  "charge": 2,
  "smiles": "[NH2+]=C=N/C=C\\N1C=NC[C@H]1[NH3+]",
  "relative_energy_kcal_mol": 70.4,
  "gap_ha": 0.3183,
  "energy_ev": -13831.3740,
  "lumo_energy_ha": -0.276
}


4.
{
  "formula": "C17H40N5O3",
  "method": "ωB97M-V/def2-TZVPD",
  "elements": ["H", "C", "H", "H", "N", "H", "H", "H", "H", "C", "C", "C", "H", "N", "H", "H", "H", "C", "O", "H", "C", "H", "C", "H", "C", "H", "H", "N", "H", "H", "H", "C", "H", "H", "H", "H", "H", "N", "H", "H", "H", "O", "C", "C", "H", "H", "H", "H", "H", "C", "O", "C", "H", "N", "C", "H", "H", "H", "H", "C", "H", "H", "C", "C", "H"],
  "coordinates": [[5.4860, -0.5439, 4.9204], [-2.8991, 3.4960, -0.9321], [3.9792, -2.4374, -2.8347], [3.4531, -3.4534, 1.1909], [-5.2278, 4.3725, -0.8172], [5.4527, -2.0453, 5.8410], [-3.8827, -2.4476, -3.2803], [3.2328, -1.2627, 1.5028], [-1.2579, -1.5766, -2.5396], [0.3759, -0.9499, -0.5719], [-1.9728, -0.9454, -1.8824], [4.8243, -1.2748, 5.3885], [-1.8398, 3.7615, -0.8292], [-4.2715, -3.3226, -0.1277], [-1.5545, -0.0144, 0.1926], [1.5970, -2.3518, -3.5832], [4.5729, -0.8587, 2.2821], [3.5293, 1.2020, 3.7113], [3.6140, -2.6159, -0.7503], [-5.4747, -4.2042, -1.9234], [3.1878, -2.8554, -2.1101], [-1.5621, 4.0590, -3.0114], [3.4209, -3.7850, 0.0948], [-5.4988, 3.5327, -0.3080], [2.7866, -1.2160, 4.1399], [-3.1908, 4.4806, -3.6347], [-3.7215, 6.0304, -2.2382], [3.6927, -0.4678, 1.9442], [-3.7151, 4.8026, 0.5561], [3.0634, 1.4546, 4.6680], [2.4427, -4.3007, -0.2004], [1.3407, -0.9066, -1.8517], [0.9087, -0.3579, 0.2649], [-0.7577, 0.8257, -1.2689], [4.2334, -0.8033, 6.1790], [3.2157, -4.0030, -2.2636], [-2.4665, -0.1968, -2.6103], [-3.8658, -2.6048, -2.2577], [-2.4162, 2.9774, -4.1274], [-5.2822, 4.0877, -1.7957], [0.1525, -2.0246, -0.2329], [-3.1647, 2.9641, -2.2283], [-3.0182, -1.9700, -1.2624], [-1.0450, -0.1952, -0.8105], [4.6057, 1.1126, 3.8689], [-3.0796, 2.6701, -0.2349], [2.3232, -0.3788, -1.5554], [2.3133, -0.8808, 5.0710], [-4.7002, -3.8825, 0.6308], [-3.8190, 4.6660, -0.5258], [4.0072, -1.8962, 4.4091], [-3.4430, 5.9903, -1.1833], [-3.9559, 6.8186, -0.6873], [-3.2612, -2.4052, 0.0646], [-2.5452, 3.6705, -3.2923], [2.1199, -1.9714, 3.7090], [4.2516, -4.5693, -0.0459], [3.3760, 2.0481, 3.0354], [-2.3676, 6.1740, -1.1064], [-4.6923, -3.5055, -1.4835], [0.9264, -0.3049, -2.7349], [1.9018, 0.1940, 2.7908], [1.6945, -2.3814, -2.4320], [2.9145, -0.0638, 3.1219], [0.9529, -3.1591, -2.0120]],
  "atomic_forces_ev_per_a": [[-0.013, 0.148, 0.165], [-0.219, -0.119, 0.260], [-1.369, -0.217, 1.219], [-0.263, -0.451, -1.644], [0.170, -0.378, 0.016], [-0.123, 0.000, -0.073], [0.034, -0.140, 1.045], [0.034, 0.187, -0.159], [-1.185, 0.794, 0.981], [-0.480, 0.833, 0.084], [0.733, -0.373, 0.518], [0.267, -0.224, -0.124], [0.000, 0.107, -0.129], [-1.449, -0.783, -4.358], [0.457, -0.283, -1.447], [0.100, -0.259, 1.794], [-0.061, 0.182, -0.098], [-0.121, 0.267, 0.026], [-0.582, -0.886, -0.180], [1.194, 1.078, 1.018], [0.091, -1.431, -0.476], [-0.067, 0.054, 0.056], [0.145, -0.435, -0.041], [-0.076, 0.178, 0.065], [-0.071, -0.170, -0.241], [0.177, 0.132, -0.033], [-0.002, -0.089, 0.067], [-0.216, -0.257, 0.123], [0.008, -0.139, -0.045], [0.054, -0.027, -0.034], [1.108, 0.715, 0.785], [0.599, -0.522, -0.280], [-0.940, -1.210, -1.115], [-0.733, -1.513, 0.801], [-0.025, 0.051, -0.079], [-0.019, 1.697, -0.061], [0.294, -1.251, 1.436], [-1.115, -1.920, 5.525], [-0.016, -0.010, 0.109], [-0.046, 0.190, 0.113], [0.576, 1.510, -0.398], [0.385, 0.004, 0.230], [-0.208, -0.025, -0.031], [1.076, 0.327, -0.414], [-0.083, -0.090, -0.024], [-0.060, -0.012, -0.099], [-1.547, -0.910, -0.423], [0.115, 0.095, 0.046], [0.661, 0.771, -0.418], [-0.015, 0.045, -0.431], [-0.412, 0.240, 0.159], [0.087, 0.239, 0.103], [0.006, -0.148, -0.056], [-0.447, 0.423, -5.500], [-0.233, -0.144, -0.198], [0.111, -0.030, -0.012], [-1.026, 1.238, 0.046], [0.037, -0.135, 0.021], [-0.056, -0.016, -0.029], [2.697, 2.288, 0.967], [0.229, -0.675, 1.433], [-0.016, -0.128, 0.020], [0.298, 0.482, -0.097], [0.472, -0.049, 0.184], [1.079, 1.172, -0.670]],
  "charge": 1,
  "relative_energy_kcal_mol": 133.0,
  "gap_ha": 0.2391,
  "energy_ev": -31859.5912,
  "lumo_energy_ha": -0.156
}


Copy entry 1 word for word.
{
  "formula": "C5H6NO",
  "method": "ωB97M-V/def2-TZVPD",
  "elements": ["H", "C", "H", "O", "C", "H", "N", "H", "H", "C", "C", "H", "C"],
  "coordinates": [[-1.2483, -1.4649, 3.3320], [-1.4391, 0.6097, 0.4600], [-1.4119, 1.1463, -1.5431], [2.6748, -0.5622, -1.0664], [0.4052, 0.0633, -1.0947], [2.4618, -1.2438, -1.7441], [-1.1485, -0.1105, 1.6136], [-2.3203, 1.2581, 0.5501], [2.0221, 0.5469, 0.3338], [-0.8220, 0.6743, -0.7528], [-1.2322, -0.7049, 2.5976], [0.4121, -0.2395, -2.1328], [1.6462, 0.0271, -0.5532]],
  "atomic_forces_ev_per_a": [[-0.109, -0.220, 0.791], [-0.981, 1.554, -0.424], [0.255, -0.036, 0.307], [1.121, -1.683, -1.292], [0.697, -0.135, -1.358], [0.072, 0.742, 0.338], [-0.482, -0.271, 0.240], [0.214, -0.646, 0.523], [-0.840, 0.117, 0.015], [0.272, -0.816, 1.820], [0.701, 0.726, -2.097], [0.028, -0.340, -0.270], [-0.947, 1.007, 1.407]],
  "charge": 1,
  "smiles": "C#[N+]/C=C\\C=C\\O",
  "relative_energy_kcal_mol": 79.5,
  "gap_ha": [0.2888, 0.2888],
  "energy_ev": -8809.5023,
  "lumo_energy_ha": [-0.186, -0.186]
}